Entry 1:
Density functional theory data (ωB97M-V with the def2-TZVPD basis set) for a 7-piece molecular cluster, C28H57BFIN7O7 overall in a non-equilibrium geometry.

Geometry as XYZ:
```
102
Properties=species:S:1:pos:R:3:mulliken_charge:R:1
I -0.09658 -0.43815 -0.70657 -0.382
F -0.85881 2.41935 -0.03600 -0.451
O -2.21327 -2.35550 -3.09110 -0.587
O 5.43277 4.03434 -0.76948 -0.626
O -6.32212 -5.45901 -1.74839 -0.633
O -10.15439 -3.15710 6.56869 -0.585
O 5.62389 5.33165 -5.08118 -0.547
O -6.46603 -1.72391 2.11728 -0.628
O 9.01053 3.25310 2.75749 -0.550
N 7.92148 5.05224 -5.06379 0.180
N -4.10720 -2.89804 -1.87621 0.246
N -4.39910 -1.89153 3.14536 0.175
N 7.05882 2.22785 3.46244 0.205
N -9.01576 -1.32717 5.72480 0.160
N -8.34669 -6.02885 -0.78212 0.140
N 4.14607 1.35647 -3.29170 -0.331
C 1.20104 2.27387 -1.49240 -0.315
C 7.84408 3.71790 -4.50676 -0.707
C 6.50781 3.05435 -1.05084 0.158
C -3.32185 -2.07435 -2.65434 0.117
C 9.22419 5.61469 -5.35299 -0.934
C 6.75438 5.74648 -5.30178 0.054
C 6.36189 2.50292 2.22334 -0.828
C 1.63703 2.22342 -3.09676 -0.283
C -3.79463 -0.88949 2.29255 -0.836
C -9.71463 -2.02100 6.68965 0.109
C 9.03003 1.03535 -1.54863 -0.477
C -8.52739 0.01802 5.94614 -0.864
C 8.05980 3.60345 -0.76093 -0.115
C -5.41169 -2.49030 -1.39755 -0.799
C -9.29007 -5.81700 0.29594 -0.864
C -3.61352 -4.21334 -1.52550 -0.981
C 8.36368 2.64982 3.60389 0.006
C -8.76092 -1.96235 4.44874 -0.961
C -8.65982 -7.00674 -1.80310 -0.962
C 9.31022 2.57505 -1.02024 -0.376
C -3.58876 -2.52113 4.16713 -0.953
C 3.23970 2.56533 -3.21880 -0.132
C 7.47623 0.50396 -1.84138 -0.628
C -5.72609 -2.21594 2.95938 0.168
C 6.19813 1.54075 -1.60647 0.705
C 4.70512 0.95424 -1.94494 -0.307
C -7.16155 -5.32954 -0.86672 0.335
C 6.36132 1.51759 4.51414 -0.920
B -0.35083 1.69021 -1.24052 0.352
H -4.34144 -4.74786 -0.90917 0.326
H -9.42847 -6.75878 0.83461 0.336
H 4.81135 -0.23408 -1.97200 0.399
H 6.05356 0.53869 4.13556 0.323
H 10.40667 2.98829 -0.80187 0.276
H 8.21160 4.71553 -0.39366 0.243
H 1.88996 1.60766 -0.80599 -0.201
H 9.97529 0.34185 -1.71221 0.254
H -8.18976 -2.88053 4.61589 0.203
H 8.84387 3.29558 -4.37443 0.384
H 7.26246 3.08338 -5.18235 0.303
H 1.06655 3.14641 -3.59447 0.201
H 7.31056 -0.61526 -2.22187 0.217
H 1.31641 3.38273 -1.08847 0.095
H -8.19986 -1.29440 3.78958 0.420
H 5.47820 2.09394 4.80431 0.319
H 5.31965 4.64999 -1.57640 0.306
H 7.33282 3.76461 -3.54051 0.092
H 7.00279 1.37883 5.38862 0.302
H -9.71655 -2.22215 3.98335 0.309
H 9.13522 6.62256 -5.76740 0.306
H -2.74435 -0.73943 2.55683 0.414
H 6.90780 2.03752 1.39708 0.200
H -9.62614 -7.47787 -1.60382 0.380
H -3.42203 -4.77800 -2.44293 0.284
H -6.08439 -2.98814 3.66031 0.304
H -0.97716 1.87791 -2.21727 -0.206
H -8.92872 -5.05510 0.99191 0.262
H -7.87463 -7.76867 -1.81891 0.302
H 1.30538 1.23019 -3.63427 0.190
H -7.43910 0.02133 5.83705 0.303
H -5.40987 -2.51304 -0.30404 0.224
H -3.21850 -1.75047 4.84923 0.341
H -10.24445 -5.49228 -0.12830 0.335
H -2.74430 -3.02471 3.68799 0.351
H 3.55759 0.58888 -3.69952 0.331
H -4.34136 0.05149 2.40636 0.258
H 9.80436 5.65709 -4.42677 0.307
H 9.73364 4.97239 -6.07699 0.323
H -8.97369 0.68307 5.20128 0.314
H -5.65731 -1.47980 -1.73520 0.293
H -8.78902 0.37271 6.94674 0.298
H -8.68647 -6.50860 -2.77693 0.290
H 4.01991 1.19721 -1.02791 -0.064
H -7.02324 -4.61228 -0.04066 0.110
H -6.16217 -3.18871 -1.77868 0.278
H -9.85235 -1.44619 7.62056 0.260
H 8.79816 2.38946 4.58338 0.266
H -4.16897 -3.25395 4.73438 0.297
H 5.34194 2.11058 2.25810 0.421
H -3.79207 -1.09869 -2.86158 0.267
H 6.92724 6.74979 -5.72540 0.262
H -2.67354 -4.10576 -0.97578 0.307
H 3.37090 3.14670 -4.25322 0.154
H -3.86957 -1.21629 1.25101 0.141
H 6.33536 3.58486 2.06243 0.261
H 3.49363 3.32785 -2.36739 -0.023
```

Net charge: -1
Frontier orbital gap: 6.36 eV
Total energy: -66211.802 eV



Entry 2:
Density functional theory data (ωB97M-V with the def2-TZVPD basis set) for C18H11Cl3NNaO as an isolated structure in a non-equilibrium geometry.

Geometry as XYZ:
```
35
Properties=species:S:1:pos:R:3:mulliken_charge:R:1
Cl 1.61177 -0.80490 0.56818 -0.101
Cl 0.38965 -1.14660 -2.16479 -0.185
Cl 5.40521 0.59847 -2.22318 -0.236
Na -2.39146 -1.55208 -2.38928 0.791
O -0.17588 1.35964 -0.67310 -0.465
N 1.46240 3.60060 -0.97413 -0.468
C 1.60063 -0.16318 -1.13701 1.111
C 2.19880 4.67587 -1.11671 -0.410
C 0.99745 1.27033 -0.99207 -0.044
C -3.80294 -2.53663 3.47156 -0.433
C -4.20310 -2.23475 1.09502 -0.951
C -1.52070 -2.37761 -0.01254 -0.357
C 3.76846 0.84716 -1.80403 0.722
C -4.69702 -2.55836 2.36545 -0.310
C -2.43138 -2.32635 3.32075 -0.569
C 3.30574 2.18685 -1.56827 0.569
C 1.95051 2.38738 -1.18076 0.041
C -1.90904 -1.98752 2.08530 -0.065
C 3.55101 4.56806 -1.49506 -0.426
C -0.88359 -2.42479 1.23748 -1.140
C -2.43067 -0.86400 -0.03533 -1.089
C 4.10974 3.33160 -1.71270 -0.883
C -2.88328 -1.77161 1.00014 1.516
C 2.95249 -0.24070 -1.69224 -0.846
H -1.73773 -2.23318 4.14153 0.352
H -1.51817 -3.19832 -0.78114 0.406
H 0.12428 -2.66235 1.50591 0.856
H 3.34065 -1.23798 -1.89393 0.358
H -2.32695 0.22017 0.35744 0.145
H -5.78478 -2.74538 2.49129 0.338
H -4.26711 -2.49436 4.47043 0.310
H 4.11229 5.47773 -1.60331 0.408
H 1.73574 5.64507 -0.93548 0.403
H -4.80862 -1.83755 0.27491 0.280
H 5.15558 3.22927 -2.00033 0.370
```

Frontier orbital gap: 3.53 eV
Energy relative to the best compared isomer or geometry (same formula, charge and spin): 0.6448 eV
Total energy: -64356.469 eV



Molecular weight, record by record: 760.52, 386.64 g/mol